No. 1
Below is C15H7F5N3O4RuS6Se as an isolated structure, with properties calculated with ωB97M-V/def2-TZVPD.

Summary:
energy relative to the best compared isomer or geometry (same formula, charge and spin): 32.7 kcal per mole
M: 760.66 g mol⁻¹
orbital gap (alpha / beta): 4.61 / 4.59 eV
calculated total energy: -6425.939437 hartree
⟨S²⟩: 0.753
spin multiplicity: 2
charge: -2

CARTESIAN COORDINATES (ANGSTROEM)
Ru (-0.278, 0.463, -0.151)
O (3.392, 0.301, 1.816)
C (2.409, 0.551, 1.205)
O (1.324, 1.088, 1.219)
C (2.680, -0.184, -0.558)
O (3.843, -0.142, -0.806)
O (1.594, -0.516, -1.001)
S (-3.223, -0.943, 6.349)
C (-2.603, -0.670, 4.818)
S (-1.578, -1.773, 3.993)
C (-1.360, -0.870, 2.518)
C (-2.000, 0.341, 2.472)
S (-2.020, 1.425, 1.109)
S (-2.902, 0.755, 3.907)
S (-0.438, -1.538, 1.204)
F (-3.962, 3.749, -5.637)
C (-3.002, 3.479, -4.725)
C (-3.305, 3.452, -3.370)
F (-4.563, 3.709, -2.972)
C (-2.314, 3.182, -2.444)
F (-2.664, 3.213, -1.166)
C (-0.993, 2.915, -2.811)
Se (0.384, 2.532, -1.542)
C (-0.726, 2.960, -4.182)
F (0.515, 2.732, -4.648)
C (-1.695, 3.232, -5.129)
F (-1.387, 3.259, -6.441)
C (-2.309, -4.924, -1.227)
C (-3.155, -3.713, -1.609)
C (-2.315, -2.537, -1.973)
N (-2.343, -1.432, -1.334)
N (-1.426, -0.523, -1.755)
C (-0.764, -0.931, -2.808)
N (0.090, -0.161, -3.524)
S (-1.150, -2.557, -3.279)
H (-2.944, -5.775, -0.978)
H (-1.688, -4.685, -0.366)
H (-1.652, -5.223, -2.043)
H (-3.756, -3.390, -0.760)
H (-3.836, -3.961, -2.430)
H (0.449, 0.640, -2.989)
H (0.828, -0.669, -3.988)

These are the Löwdin partial charges, in e, on atoms 1 to 5: atom 1 (Ru): 0.463, atom 2 (O): 0.127, atom 3 (C): -0.550, atom 4 (O): -0.076, atom 5 (C): -0.549

No. 2
Below is C15H7FI2NO2 as an isolated structure in a non-equilibrium geometry, with properties calculated with ωB97M-V/def2-TZVPD.

Summary:
M: 506.03 g mol⁻¹
orbital gap: 4.19 eV
calculated total energy: -1476.317991 hartree
spin multiplicity: 1
charge: -1

CARTESIAN COORDINATES (ANGSTROEM)
O (-3.377, 1.583, -2.754)
C (-2.897, 0.787, -1.976)
C (-3.721, -0.015, -1.000)
C (-3.208, -0.305, 0.186)
C (-1.821, 0.213, 0.539)
O (-1.610, 0.587, 1.668)
C (-0.845, 0.249, -0.615)
C (-1.397, 0.535, -1.871)
C (-0.664, 0.571, -3.021)
C (0.687, 0.301, -2.901)
F (1.427, 0.295, -4.015)
C (1.269, 0.045, -1.689)
I (3.374, -0.287, -1.763)
C (0.525, 0.004, -0.494)
C (1.191, -0.302, 0.798)
C (1.962, -1.498, 0.953)
C (2.587, -1.743, 2.139)
N (2.571, -1.014, 3.276)
C (1.848, 0.091, 3.079)
C (1.176, 0.504, 1.914)
H (-4.715, -0.386, -1.250)
H (-3.760, -0.898, 0.913)
H (-1.061, 0.788, -4.008)
H (2.049, -2.207, 0.134)
H (3.190, -2.660, 2.190)
H (1.776, 0.761, 3.966)
H (0.639, 1.445, 1.909)
I (2.808, 2.555, 3.692)

These are the Löwdin partial charges, in e, on atoms 1 to 5: atom 1 (O): 0.105, atom 2 (C): -0.314, atom 3 (C): 0.006, atom 4 (C): 0.023, atom 5 (C): -0.290

No. 3
Below is a 14-piece molecular cluster, C15H9BCl52NO3 overall in a non-equilibrium geometry, with properties calculated with ωB97M-V/def2-TZVPD.

Summary:
M: 2105.61 g mol⁻¹
orbital gap: 9.23 eV
calculated total energy: -24811.974673 hartree
spin multiplicity: 1
charge: +1

CARTESIAN COORDINATES (ANGSTROEM)
C (6.594, -2.646, 3.306)
O (5.861, -3.827, 3.646)
C (4.613, -3.882, 3.128)
N (3.592, -3.157, 4.024)
B (3.077, -1.827, 3.453)
O (3.417, -0.729, 4.121)
O (2.346, -1.854, 2.320)
H (5.985, -1.747, 3.239)
H (7.303, -2.475, 4.102)
H (7.167, -2.748, 2.392)
H (4.314, -4.920, 3.105)
H (4.535, -3.516, 2.109)
H (4.031, -2.990, 4.931)
H (2.783, -3.777, 4.130)
H (3.602, -0.019, 3.482)
H (1.409, -1.679, 2.533)
C (-0.404, -4.010, 2.030)
Cl (-0.698, -2.273, 1.907)
Cl (-1.914, -4.897, 2.006)
Cl (0.634, -4.539, 0.709)
Cl (0.436, -4.290, 3.580)
C (-1.661, 1.608, 0.968)
Cl (-3.105, 0.654, 1.380)
Cl (-1.296, 1.518, -0.752)
Cl (-1.921, 3.287, 1.430)
Cl (-0.275, 0.951, 1.861)
C (-4.916, 0.372, -2.990)
Cl (-4.475, 0.678, -1.307)
Cl (-6.578, 0.882, -3.279)
Cl (-3.811, 1.307, -4.022)
Cl (-4.764, -1.352, -3.324)
C (-6.379, 0.215, 4.288)
Cl (-5.881, 0.046, 2.599)
Cl (-5.080, 0.991, 5.202)
Cl (-7.834, 1.205, 4.369)
Cl (-6.707, -1.381, 4.965)
C (-2.542, -2.073, -7.107)
Cl (-2.751, -0.704, -6.011)
Cl (-2.626, -1.499, -8.770)
Cl (-0.976, -2.837, -6.812)
Cl (-3.837, -3.245, -6.822)
C (-0.185, 2.416, -6.241)
Cl (0.281, 1.043, -5.227)
Cl (-0.519, 1.855, -7.878)
Cl (-1.636, 3.177, -5.571)
Cl (1.130, 3.593, -6.268)
C (3.189, 2.167, 0.007)
Cl (2.854, 1.577, -1.620)
Cl (4.847, 2.761, 0.100)
Cl (2.067, 3.467, 0.410)
Cl (2.980, 0.835, 1.163)
C (8.115, 1.449, 3.225)
Cl (6.394, 1.119, 2.955)
Cl (8.443, 1.429, 4.959)
Cl (9.082, 0.206, 2.423)
Cl (8.505, 3.027, 2.560)
C (4.942, 4.131, 5.144)
Cl (3.778, 3.703, 3.877)
Cl (5.410, 2.672, 6.026)
Cl (6.376, 4.850, 4.406)
Cl (4.204, 5.282, 6.253)
C (-9.698, -0.049, -0.936)
Cl (-9.858, 0.934, -2.394)
Cl (-9.034, -1.629, -1.364)
Cl (-8.607, 0.756, 0.199)
Cl (-11.281, -0.255, -0.186)
C (1.689, 8.500, 7.317)
Cl (2.726, 7.460, 8.303)
Cl (1.235, 9.926, 8.248)
Cl (2.567, 8.992, 5.866)
Cl (0.237, 7.607, 6.853)
C (-5.856, 0.890, -9.780)
Cl (-6.232, 2.614, -9.810)
Cl (-7.345, -0.043, -9.954)
Cl (-4.760, 0.503, -11.113)
Cl (-5.078, 0.480, -8.251)
C (-0.448, -7.254, -6.765)
Cl (-0.673, -7.828, -8.417)
Cl (1.151, -6.513, -6.612)
Cl (-1.683, -6.054, -6.383)
Cl (-0.574, -8.616, -5.645)

These are the Löwdin partial charges, in e, on atoms 1 to 5: atom 1 (C): -0.051, atom 2 (O): -0.102, atom 3 (C): -0.163, atom 4 (N): 0.226, atom 5 (B): -0.800

No. 4
Below is C15H9F3N3O3RuS4 as an isolated structure, with properties calculated with ωB97M-V/def2-TZVPD.

Summary:
energy relative to the best compared isomer or geometry (same formula, charge and spin): 0.0 kcal per mole
M: 565.59 g mol⁻¹
orbital gap (alpha / beta): 6.94 / 6.65 eV
calculated total energy: -2954.228915 hartree
⟨S²⟩: 0.761
spin multiplicity: 2
charge: 0

CARTESIAN COORDINATES (ANGSTROEM)
Ru (-1.217, 0.874, 0.708)
O (0.513, -0.104, 0.496)
N (0.609, -1.065, -0.438)
C (1.728, -1.831, -0.427)
C (1.893, -2.797, -1.370)
C (0.895, -2.982, -2.338)
C (-0.225, -2.201, -2.317)
C (-0.373, -1.207, -1.333)
S (-1.688, -0.124, -1.236)
H (2.423, -1.600, 0.365)
H (2.786, -3.404, -1.355)
H (1.008, -3.747, -3.094)
H (-1.020, -2.319, -3.038)
S (-3.122, -4.532, 4.870)
C (-2.889, -3.243, 3.869)
S (-3.327, -1.603, 4.275)
C (-2.653, -1.043, 2.772)
N (-2.143, -1.968, 2.042)
N (-2.286, -3.197, 2.651)
C (-1.750, -4.325, 1.957)
C (-2.537, -5.443, 1.729)
C (-2.010, -6.510, 1.019)
C (-0.710, -6.460, 0.538)
C (0.068, -5.334, 0.768)
C (-0.449, -4.264, 1.482)
S (-2.785, 0.641, 2.318)
H (-3.550, -5.475, 2.103)
H (-2.623, -7.383, 0.839)
H (-0.300, -7.300, -0.008)
H (1.090, -5.297, 0.411)
H (0.145, -3.390, 1.709)
F (-2.467, 5.239, 1.781)
C (-1.527, 4.866, 0.913)
F (-0.390, 5.450, 1.254)
F (-1.877, 5.307, -0.291)
C (-1.390, 3.334, 0.911)
O (-0.430, 2.786, 1.487)
O (-2.279, 2.655, 0.332)

These are the Löwdin partial charges, in e, on atoms 1 to 5: atom 1 (Ru): 0.884, atom 2 (O): -0.271, atom 3 (N): -0.186, atom 4 (C): -0.011, atom 5 (C): -0.049